## w
H29O15 | ωB97M-V/def2-TZVPD

Computed properties:
**Net charge**: -1
**HOMO-LUMO gap**: 0.2810 Eh

Last column: Löwdin charge in e.
Positions of all 44 atoms, in Å:
O: -2.76553 -1.00800 -1.82199  -0.305
H: -3.55054 -0.67501 -2.27047  -0.006
H: -0.02296 1.28888 -4.22017  0.005
O: -0.17833 1.69068 -0.80001  0.034
H: -0.46795 0.82196 -0.76971  -0.015
H: 0.66059 1.56587 -0.62143  -0.052
O: 0.70392 1.86840 -3.87727  -0.151
H: -3.74723 1.61313 0.92675  0.099
H: -1.78347 -1.34428 0.27944  0.104
O: 4.86624 1.35387 0.25467  -0.059
H: -2.35644 1.71928 4.37218  0.075
H: 4.89201 2.42882 0.44957  0.163
O: -1.96579 3.66696 -0.38589  -0.093
H: -2.01419 2.80379 0.00960  -0.050
H: 4.62593 1.09577 3.17282  0.047
O: 1.12557 -5.17340 -1.60871  0.035
H: 0.54918 -3.09250 3.62864  0.034
H: 0.88330 -5.07484 -0.76886  -0.037
O: -2.82128 1.74760 1.29661  -0.071
H: -1.52713 3.64263 -1.24887  0.024
H: -2.38352 1.02642 0.91702  -0.079
O: 0.28627 0.11625 1.48688  -0.164
H: -0.56771 -0.42641 1.21512  0.054
H: -2.14721 -0.38839 -0.96341  -0.104
O: -1.63119 2.36536 4.64113  -0.070
H: -1.02519 2.57163 3.97792  -0.019
H: 0.67117 1.79196 -2.79505  0.097
O: 1.37541 -2.63440 3.77088  -0.016
H: 4.05880 1.01666 0.21061  -0.076
O: -1.24451 -0.37857 -3.83994  -0.088
H: -0.98601 0.44035 -3.55267  -0.084
H: 1.45259 -2.58948 4.67460  -0.020
O: 2.10057 -0.41578 -0.52180  -0.029
H: 2.02404 -1.27522 -0.88278  0.016
H: 1.75562 -0.79166 0.30613  0.032
O: 4.54323 2.01639 2.87852  -0.067
H: 5.07294 1.81634 2.12627  -0.042
H: -0.07420 1.00717 1.91924  0.107
O: -2.02319 -0.35665 0.08849  -0.231
H: 1.55442 -4.62116 -2.18790  -0.002
H: -1.17119 -0.85954 -2.91496  0.076
O: -2.23450 -3.87736 -2.01058  -0.130
H: -2.74509 -3.51152 -2.74071  0.012
H: -1.76744 -2.98201 -1.79990  0.044


## x
H29O15 | ωB97M-V/def2-TZVPD

Computed properties:
**Net charge**: -1
**HOMO-LUMO gap**: 0.3370 Eh

Last column: Löwdin charge in e.
Positions of all 44 atoms, in Å:
O: -2.37725 1.42702 -0.61521  -0.052
H: -3.12399 1.03371 -0.15194  0.051
H: 1.04033 0.24966 -1.95543  -0.030
O: 0.42683 1.74159 1.25949  -0.048
H: 0.67461 1.10913 0.57167  0.040
H: -0.27374 2.27332 0.87192  0.041
O: 0.14851 0.49417 -1.85914  -0.184
H: -1.83970 -1.00979 3.60834  0.033
H: -0.92202 -1.75082 -0.50857  -0.010
O: 2.60397 -1.68287 -0.66042  -0.063
H: 1.70783 -3.03731 1.29818  0.013
H: 2.72526 -0.87884 -1.17074  -0.008
O: 0.70881 2.73859 3.88637  -0.097
H: 0.86606 2.54852 2.94355  -0.018
H: -3.54205 -2.35342 1.21904  0.005
O: -3.51880 -0.86327 -1.60059  -0.064
H: -0.14554 -2.70962 -1.98761  0.030
H: -3.85223 -0.86151 -2.50222  0.035
O: -2.12912 -0.89033 2.70944  -0.043
H: 0.94866 1.86314 4.21344  0.028
H: -1.35988 -1.23938 2.23675  0.021
O: 3.10426 2.03468 2.69373  -0.055
H: 3.18338 2.33238 1.78170  0.028
H: -1.64843 1.00502 -0.14203  0.006
O: 0.87611 -2.84443 1.73818  -0.094
H: 0.48237 -2.16327 1.13534  -0.030
H: -0.15865 -0.12046 -0.92655  -0.010
O: -0.20406 -3.58619 -1.57916  -0.074
H: 1.85707 -1.48935 -0.07049  -0.007
O: 3.74779 -0.27230 -3.06373  -0.044
H: 4.44084 -0.79365 -2.65156  0.040
H: 0.31993 -3.27698 -0.83061  -0.006
O: -1.44585 0.98800 -3.92866  -0.104
H: -1.98201 1.74894 -3.76394  -0.002
H: -0.86686 0.83507 -3.13768  -0.027
O: -4.41887 -2.46655 1.57774  -0.066
H: -4.23075 -2.28534 2.49964  0.010
H: 3.33518 2.80023 3.20767  0.030
O: -0.19326 -1.21433 -0.19048  -0.309
H: -2.81307 -0.19673 -1.61922  -0.009
H: 3.67176 -0.68271 -3.92879  0.046
O: 1.59064 3.85872 0.15771  -0.049
H: 1.82542 4.16256 -0.72122  0.038
H: 0.76053 3.42498 -0.04390  0.010


Of them, the most stable is x and the least stable is w.


## w
C4H14N2O | ωB97M-V/def2-TZVPD

Computed properties:
**2S+1**: 2
**Net charge**: +1
**HOMO-LUMO gap (alpha / beta)**: 0.4427 / 0.2386 Eh

Last column: Löwdin spin population.
Positions of all 21 atoms, in Å:
C: 2.21864 -0.22897 0.72444  0.004
C: 1.20978 -1.35244 0.88773  0.007
N: -0.12302 -0.86814 0.46574  0.054
C: -1.11039 -1.89710 0.07649  0.001
H: 1.75146 0.67371 1.16461  0.001
H: 3.16750 -0.40962 1.26797  0.001
H: 2.49813 -0.06366 -0.29271  0.000
H: 1.57568 -2.19192 0.35497  0.000
H: 1.14552 -1.64460 1.97514  0.003
H: 0.07964 0.01349 -0.54678  0.007
H: -0.54436 -0.21416 1.16508  0.001
H: -0.66423 -2.48920 -0.70068  0.000
H: -2.00874 -1.41524 -0.33369  0.000
H: -1.43115 -2.59189 0.89281  0.001
N: -1.49283 1.64116 0.21517  0.057
C: -0.82163 1.73747 -1.16448  0.108
O: 0.24035 0.85964 -1.33500  0.646
H: -2.33354 2.19922 0.20182  0.000
H: -0.80506 2.07689 0.86630  0.003
H: -1.54731 1.45223 -1.93395  0.049
H: -0.47377 2.76271 -1.31233  0.056


## x
C4H14N2O | ωB97M-V/def2-TZVPD

Computed properties:
**2S+1**: 2
**Net charge**: +1
**HOMO-LUMO gap (alpha / beta)**: 0.4435 / 0.2535 Eh

Last column: Löwdin spin population.
Positions of all 21 atoms, in Å:
N: -1.77489 -1.63659 1.07987  0.046
C: -2.10603 -0.71886 2.13810  0.115
O: -1.01803 -0.03480 2.62199  0.703
H: -2.44380 -1.66978 0.32395  0.001
H: -1.66245 -2.57978 1.43125  0.004
H: -2.89537 -0.05367 1.74791  0.055
H: -2.54181 -1.27034 2.98361  0.049
C: 0.54293 0.52163 -0.41178  0.000
C: 1.70604 0.48474 -1.41666  0.001
C: 1.21620 0.95848 -2.80380  0.000
N: 0.90688 0.27193 0.99188  0.021
H: 0.08023 1.51045 -0.49017  0.000
H: -0.25579 -0.16141 -0.68776  0.000
H: 2.12278 -0.52264 -1.44358  0.000
H: 2.47552 1.17150 -1.05312  0.000
H: 0.64102 0.21888 -3.36023  0.000
H: 0.52777 1.79128 -2.65073  0.000
H: 2.09958 1.19070 -3.39342  0.000
H: 1.22590 -0.66963 1.18793  0.001
H: 1.36521 1.01388 1.50515  0.000
H: -0.21189 0.18403 1.69961  0.004


## y
C4H14N2O | ωB97M-V/def2-TZVPD

Computed properties:
**2S+1**: 2
**Net charge**: +1
**HOMO-LUMO gap (alpha / beta)**: 0.4000 / 0.2295 Eh

Last column: Löwdin spin population.
Positions of all 21 atoms, in Å:
C: -1.58134 2.04558 0.60350  0.091
N: -1.57015 0.70715 0.10605  0.616
C: 0.77519 0.87850 -0.72758  0.051
C: -0.37004 -0.01952 -0.23617  0.079
C: 0.08406 -0.82432 1.00956  0.049
N: 1.19789 -1.78596 0.88893  0.015
H: -0.69344 2.32487 1.14752  0.001
H: -1.70881 2.75300 -0.22663  0.045
H: -2.51103 2.22163 1.14888  0.024
H: -2.29340 0.60432 -0.60891  0.014
H: 1.68371 0.31477 -0.67344  0.004
H: 0.84473 1.70854 -0.02596  0.001
H: 0.56322 1.27213 -1.71924  0.002
H: -0.67264 -0.71749 -1.01460  0.002
H: 0.31854 -0.09712 1.79702  0.001
H: -0.78337 -1.34152 1.43453  0.002
H: 0.83910 -2.67916 1.19905  0.001
H: 1.85895 -1.51159 1.60283  0.001
H: 0.83538 -2.22759 -2.43678  0.000
H: 1.69313 -2.00390 -1.19723  0.000
O: 1.49032 -1.62231 -2.07132  0.002


Of them, the most stable is y and the least stable is w.


## w
C4H14N2O | ωB97M-V/def2-TZVPD

Computed properties:
**2S+1**: 2
**Net charge**: +1
**HOMO-LUMO gap (alpha / beta)**: 0.3686 / 0.2025 Eh

Last column: Löwdin spin population.
Positions of all 21 atoms, in Å:
C: -0.09315 -1.84373 0.55268  0.002
C: 0.26269 -0.68647 1.47291  0.013
C: 0.93312 0.50276 0.80508  0.089
C: -0.01141 0.54112 -1.86170  0.078
N: 0.18497 0.89560 -0.41629  0.681
N: 1.11084 -2.25561 -0.20312  0.008
H: -0.83961 -1.51115 -0.17246  0.001
H: -0.56418 -2.70151 1.03117  0.000
H: -0.62059 -0.33121 2.00169  0.001
H: 0.93324 -1.15996 2.19800  -0.001
H: 1.96749 0.31217 0.47773  0.050
H: 0.95287 1.39707 1.42783  0.002
H: 0.67507 1.14728 -2.45015  0.027
H: -0.05589 -0.51200 -2.09115  0.000
H: -0.99107 1.01940 -2.02159  0.030
H: 0.43141 1.87294 -0.60715  0.008
H: 1.55111 -3.07706 0.14816  0.000
H: 0.91551 -2.25848 -1.18395  0.000
H: -2.87975 3.13336 0.72872  0.000
H: -1.52346 2.54985 0.21070  0.002
O: -2.33924 2.96562 -0.04711  0.007


## x
C4H14N2O | ωB97M-V/def2-TZVPD

Computed properties:
**2S+1**: 2
**Net charge**: +1
**HOMO-LUMO gap (alpha / beta)**: 0.3738 / 0.2059 Eh

Last column: Löwdin spin population.
Positions of all 21 atoms, in Å:
N: 2.28256 -0.00283 -0.24228  0.004
C: 1.16039 -0.88097 0.04195  0.013
C: -0.01144 -0.05673 -0.41730  0.051
N: -0.70928 0.70840 0.70608  0.706
C: -0.07084 1.57087 1.71967  0.092
C: -1.24819 1.95592 2.77519  0.010
H: 2.13843 0.41223 -1.15276  0.002
H: 2.43543 0.75358 0.49734  0.000
H: 1.38396 -1.93676 -0.49989  0.002
H: 1.09170 -1.00535 1.25795  -0.001
H: -0.66896 -0.79683 -0.94698  0.001
H: 0.34615 0.77916 -1.10969  0.033
H: -1.75153 0.91184 0.74815  0.009
H: 0.22711 2.58439 1.22819  0.063
H: 0.88142 1.29089 2.13393  0.013
H: -2.16247 2.40450 2.22511  0.000
H: -1.30556 0.88862 3.06652  0.001
H: -0.90918 2.66468 3.61386  0.000
H: -0.24919 -3.96915 -5.43283  0.000
H: -1.86019 -3.91821 -5.30297  0.000
O: -1.00032 -4.35828 -4.90924  0.000


Of them, the most stable is w and the least stable is x.


## w
C2H3NS3 | ωB97M-V/def2-TZVPD

Computed properties:
**HOMO-LUMO gap (alpha / beta)**: 0.2900 / 0.2899 Eh

Last column: Löwdin charge in e.
Positions of all 9 atoms, in Å:
C: -2.39567 -0.89419 -2.71484  -1.393
C: -1.58394 2.47082 -0.66060  -0.139
N: -1.70707 1.45458 0.13264  -0.630
S: -3.00994 0.54391 -2.75187  0.695
S: -1.62924 -2.25298 -2.86131  0.699
S: -0.75922 0.07640 0.14646  0.450
H: -1.04752 2.44719 -1.65047  0.089
H: -2.24427 3.28726 -0.43454  0.072
H: -2.41152 1.72712 0.93602  0.157


## x
C2H3NS3 | ωB97M-V/def2-TZVPD

Computed properties:
**SMILES**: S=C1NSCS1
**HOMO-LUMO gap**: 0.3088 Eh

Last column: Löwdin charge in e.
Positions of all 9 atoms, in Å:
C: 0.18029 -0.58978 -1.10789  -1.400
C: -0.25657 -0.01368 1.39521  -0.832
H: 0.18751 1.01595 -1.93826  0.077
H: -1.25992 0.04264 1.96946  0.043
H: 0.74399 -0.00204 2.07169  0.087
N: 0.14205 0.70406 -0.95901  -0.370
S: 0.88933 -1.12312 -2.34860  0.707
S: -0.55662 1.50684 0.53666  0.841
S: -0.07007 -1.54087 0.38075  0.846


## y
C2H3NS3 | ωB97M-V/def2-TZVPD

Computed properties:
**HOMO-LUMO gap**: 0.3337 Eh

Last column: Löwdin charge in e.
Positions of all 9 atoms, in Å:
C: -0.65972 1.46222 0.16836  -0.657
C: 0.35664 -0.79500 -0.57429  -1.159
N: -1.71275 0.79982 0.09613  -0.389
S: 0.90314 0.91409 -0.30782  0.842
S: -1.55309 -0.65923 -0.65043  0.792
S: 0.85993 -1.99021 0.75308  0.623
H: -0.45636 2.35829 0.76952  0.073
H: 0.76778 -1.13231 -1.58717  0.040
H: 1.49442 -0.95768 1.33263  -0.165


Of them, the most stable is y and the least stable is x.


## w
C2H3NS3 | ωB97M-V/def2-TZVPD

Computed properties:
**SMILES**: NC(=S)C(=S)S
**HOMO-LUMO gap**: 0.2455 Eh

Last column: Löwdin charge in e.
Positions of all 9 atoms, in Å:
C: -0.20268 -0.62005 0.04609  -0.947
C: -0.09001 0.78931 0.02900  -1.205
N: 0.88623 -1.44916 0.08608  0.055
S: -1.67594 -1.44626 -0.01306  0.670
S: 1.36933 1.60542 -0.01445  0.672
S: -1.61712 1.63570 0.01471  0.710
H: 1.71453 -1.11847 -0.28698  0.042
H: 0.71630 -2.27742 -0.39252  0.056
H: -1.10064 2.88093 0.53112  -0.053


## x
C2H3NS3 | ωB97M-V/def2-TZVPD

Computed properties:
**HOMO-LUMO gap**: 0.2841 Eh

Last column: Löwdin charge in e.
Positions of all 9 atoms, in Å:
C: -0.34349 1.05589 -0.64300  -0.710
C: 0.12802 -0.10776 1.70989  -0.941
H: 0.47514 -1.91200 -2.76174  0.023
H: -0.86460 2.19695 -0.66803  0.142
H: 0.97821 1.04518 1.82369  0.178
N: 0.35015 0.44192 -1.51070  -0.417
S: 0.46208 -1.25026 -1.20341  0.593
S: -1.20986 0.10982 0.50140  0.702
S: 0.02435 -1.57975 2.75189  0.429


Of them, the most stable is w and the least stable is x.


## w
C2H4F2N2O | ωB97M-V/def2-TZVPD

Computed properties:
**SMILES**: [H]/N=C(\NO)C(F)F
**HOMO-LUMO gap**: 0.3951 Eh

Last column: Löwdin charge in e.
Positions of all 11 atoms, in Å:
C: 0.23485 -0.19783 -0.46144  -0.399
C: -1.06599 -0.56810 0.19187  -0.300
H: 1.69658 1.51772 -1.31321  0.110
H: 0.41021 1.35780 0.78106  0.121
H: 1.62157 -0.63555 -1.69192  0.061
H: -1.64518 -1.22019 -0.44991  0.149
N: 0.94932 0.69938 0.28366  0.016
N: 0.66283 -0.88692 -1.43434  0.170
O: 2.01716 1.35703 -0.39456  -0.031
F: -0.92496 -1.26529 1.36067  0.070
F: -1.79933 0.60222 0.36184  0.034


## x
C2H4F2N2O | ωB97M-V/def2-TZVPD

Computed properties:
**SMILES**: [H]/N=C(\NO)C(F)F
**HOMO-LUMO gap**: 0.4116 Eh

Last column: Löwdin charge in e.
Positions of all 11 atoms, in Å:
C: 0.05121 0.43818 -0.18890  -0.386
C: -1.43400 0.22492 0.02005  -0.331
H: 2.03654 -0.56033 0.81616  0.126
H: 0.09393 -1.58474 -0.13085  0.136
H: 1.61816 1.38022 -0.11578  0.079
H: -1.82415 1.20664 0.39562  0.163
N: 0.58187 -0.80623 -0.60175  0.022
N: 0.59071 1.57611 0.03786  0.170
O: 1.95697 -0.88867 -0.13706  -0.090
F: -2.04765 -0.27328 -1.09755  0.068
F: -1.62359 -0.71283 1.00220  0.045


Of them, the most stable is w and the least stable is x.